This record from the OMol25 dataset describes C51H47O2P2PdSSi as an isolated structure in a non-equilibrium geometry. The level of theory is the ωB97M-V functional and the def2-TZVPD basis.

```
105
Properties=species:S:1:pos:R:3:forces:R:3
Pd 0.232142 0.246914 -0.079194 -1.248 -0.118 -1.128
C -2.777964 -2.180680 1.087265 0.667 1.173 -0.540
Si -1.004788 -1.398467 1.147184 1.515 -1.236 0.630
C 0.114619 -2.934236 0.720150 -0.269 0.751 -0.093
C -0.107933 -4.153650 1.352548 -0.053 -0.066 0.060
C 0.483363 -5.322346 0.905167 -0.042 -0.058 0.099
C 1.322880 -5.301827 -0.195805 0.085 0.004 -0.093
C 1.615649 -4.093939 -0.796629 -0.056 -0.057 0.130
C 1.025950 -2.919490 -0.339619 0.303 -0.011 -0.165
P 1.526688 -1.371588 -1.169395 -1.117 -0.834 0.316
C 3.332149 -1.411929 -1.091556 -0.183 0.328 0.100
C 3.923368 -1.922681 0.063466 -0.284 -0.010 -0.090
C 5.296119 -1.924745 0.197801 0.170 0.024 0.031
C 6.090766 -1.384191 -0.801390 -0.034 -0.016 0.045
C 5.505218 -0.814845 -1.921733 0.138 0.043 -0.057
C 4.130930 -0.821362 -2.070451 -0.195 -0.036 0.074
C 1.022377 -1.634540 -2.894531 0.060 0.217 0.079
C 1.775864 -2.243171 -3.894967 -0.127 0.103 0.146
C 1.263685 -2.312166 -5.180874 0.055 -0.070 -0.111
C 0.014569 -1.786725 -5.473815 0.012 -0.017 -0.015
C -0.756902 -1.223545 -4.467932 -0.084 -0.044 -0.128
C -0.252690 -1.148520 -3.184983 0.049 0.040 0.113
C -0.788063 -0.776496 2.965108 -0.014 0.252 -0.979
C -1.710873 -1.051085 3.969843 -0.155 -0.125 -0.065
C -1.597792 -0.485866 5.228949 -0.041 -0.091 0.038
C -0.549633 0.373547 5.511081 0.078 -0.009 -0.013
C 0.387270 0.655299 4.534185 -0.144 -0.102 0.103
C 0.259804 0.098628 3.267606 0.301 0.211 -0.034
P 1.471755 0.518210 1.970092 0.180 -0.224 0.807
C 0.929194 2.164745 1.385514 0.139 0.145 0.278
C -0.354237 2.660640 1.627092 0.214 0.168 0.217
C -0.709316 3.912866 1.150764 0.012 -0.040 -0.028
C 0.198475 4.655062 0.413031 -0.012 0.103 -0.118
C 1.462912 4.154956 0.143958 0.029 -0.025 -0.064
C 1.829720 2.908345 0.613724 -0.190 -0.014 0.140
C 2.932301 0.898785 2.986882 -0.190 0.186 -0.148
C 3.205458 2.185619 3.436175 0.047 -0.131 -0.010
C 4.216576 2.385304 4.357388 0.071 0.138 0.012
C 4.978787 1.316407 4.798735 0.033 0.010 0.042
C 4.721459 0.037340 4.332173 0.046 -0.037 0.067
C 3.689742 -0.175202 3.437652 -0.037 0.107 -0.118
H -2.766339 -3.115560 1.636770 0.263 -0.144 0.153
H -3.094748 -2.402328 0.074442 -0.016 -0.073 -0.235
H -3.521395 -1.533680 1.537870 -0.177 0.173 0.095
H -0.751064 -4.188963 2.218349 -0.188 -0.087 0.121
H 0.281362 -6.255668 1.407109 -0.036 -0.100 0.086
H 1.755520 -6.213832 -0.576642 0.058 -0.114 0.011
H 2.304488 -4.048226 -1.627981 0.088 -0.098 -0.077
H 3.287111 -2.325907 0.839953 0.067 -0.114 0.054
H 5.746295 -2.348793 1.081860 0.072 -0.031 0.096
H 7.164916 -1.404029 -0.703970 0.114 0.041 0.015
H 6.125390 -0.361370 -2.680526 0.045 0.002 -0.086
H 3.676657 -0.374958 -2.944678 -0.004 0.006 -0.064
H 2.750393 -2.658593 -3.674942 0.052 0.038 -0.018
H 1.845220 -2.780087 -5.961575 0.051 -0.015 -0.066
H -0.358907 -1.816184 -6.486703 -0.030 -0.051 -0.070
H -1.741412 -0.836998 -4.689981 -0.081 0.046 -0.007
H -0.828932 -0.702952 -2.372050 0.019 0.012 -0.235
H -2.525142 -1.727884 3.767437 -0.219 -0.080 0.013
H -2.325019 -0.719343 5.991928 -0.073 -0.039 0.061
H -0.450536 0.820014 6.486801 -0.045 0.056 0.169
H 1.212874 1.315080 4.755563 0.020 0.044 0.048
H -1.048676 2.076651 2.217812 -0.063 0.044 0.025
H -1.689368 4.314541 1.362721 -0.092 0.006 0.037
H -0.075347 5.626825 0.031849 -0.061 0.134 0.020
H 2.159152 4.743532 -0.434657 0.091 0.051 -0.058
H 2.816792 2.508309 0.413019 0.053 0.024 -0.020
H 2.611884 3.016928 3.083073 -0.003 0.076 0.068
H 4.398601 3.377939 4.739751 0.091 0.107 0.021
H 5.770028 1.482835 5.512064 0.112 0.000 0.085
H 5.318372 -0.793249 4.672915 0.075 -0.114 0.074
H 3.448653 -1.171131 3.093511 0.049 -0.135 -0.024
O -1.708315 1.309570 -0.924327 0.471 -0.773 0.246
S -2.404491 2.541991 -1.384654 -1.353 0.086 -0.013
C -3.706949 2.807823 -0.156138 0.337 0.196 -0.107
C -4.102990 1.740243 0.625127 0.107 -0.117 0.008
C -5.081223 1.933336 1.583864 0.028 0.000 -0.006
C -5.639219 3.189360 1.758978 -0.019 0.074 0.053
C -5.234662 4.251578 0.966702 -0.037 0.044 -0.017
C -4.262070 4.065063 -0.000961 0.090 -0.049 -0.066
C -3.550711 1.913752 -2.645072 0.354 0.155 0.026
C -3.753393 0.550602 -2.749845 0.143 -0.095 0.141
C -4.610999 0.066860 -3.722469 -0.041 0.054 -0.031
C -5.254168 0.948291 -4.576526 -0.026 0.015 -0.040
C -5.047571 2.313587 -4.455914 -0.053 0.047 -0.018
C -4.189584 2.803938 -3.487584 0.096 0.034 0.059
H -3.631155 0.777717 0.491246 0.019 -0.102 -0.021
H -5.402443 1.105352 2.195821 -0.029 -0.086 0.099
H -6.378155 3.348811 2.528085 -0.125 -0.006 0.052
H -5.666294 5.229786 1.105760 -0.067 0.107 0.034
H -3.931283 4.888323 -0.616965 0.044 0.127 -0.052
H -3.241374 -0.120356 -2.074946 0.069 -0.045 0.039
H -4.777394 -0.995228 -3.813119 -0.012 -0.119 -0.005
H -5.916319 0.573444 -5.341136 -0.078 -0.046 -0.068
H -5.551652 2.999735 -5.117193 -0.063 0.069 -0.097
H -4.017291 3.864394 -3.383093 0.006 0.173 -0.061
C 1.138987 3.401212 -3.778002 0.119 -0.236 0.302
C 1.737376 2.286442 -2.931860 0.420 0.209 -0.473
O 0.787723 1.739323 -2.043852 -0.543 -0.090 0.060
H 1.901834 3.808762 -4.434446 0.028 0.093 -0.152
H 0.757197 4.196553 -3.140379 -0.017 0.069 0.047
H 0.317431 3.022323 -4.387039 -0.025 -0.025 -0.097
H 2.549981 2.673064 -2.312311 -0.019 -0.075 -0.045
H 2.141841 1.494594 -3.581819 0.000 0.126 0.102
H -0.012529 1.538912 -2.555363 0.215 -0.106 0.274
```
Positions in Å, forces in eV/Å.

Summary:
- total charge = +1
- frontier orbital gap (eV) = 5.643
- calculated total energy (eV) = -98510.571
- E_HOMO (eV) = -9.06
- lowest unoccupied orbital energy (hartree) = -0.1255

Results of the Löwdin charge analysis, in e, for atoms 1 through 5: 0.418, -0.172, 0.737, -0.277, -0.100